{
  "formula": "C4H6BrO2S",
  "method": "ωB97M-V/def2-TZVPD",
  "homo_ev": [-0.488, -2.392],
  "spin_multiplicity": 3,
  "gap_ev": [3.320, 3.680],
  "e_lumo_ev": [2.83, 1.29],
  "total_charge": -1,
  "s2": 2.0136,
  "species": ["C", "C", "C", "C", "O", "O", "S", "Br", "H", "H", "H", "H", "H", "H"],
  "xyz": [[0.9322, 1.5177, 0.3248], [0.8792, -0.6292, -0.9916], [-2.3679, -1.1569, 0.8583], [0.7142, 0.0848, 0.3075], [0.7314, 2.2632, -0.8766], [1.2821, 2.0849, 1.3885], [-3.1794, -2.2569, 0.0574], [1.5573, -0.8260, 1.7224], [-0.0195, -0.4366, -1.5927], [1.7187, -0.4279, -1.6636], [0.8057, -1.7178, -0.8881], [-2.4100, -0.1775, 0.5154], [-1.8243, -1.4362, 1.7111], [1.1804, 3.1142, -0.8728]],
  "forces_ev_per_angstrom": [[0.5, 3.1, 2.4], [-2.0, -1.1, -0.8], [1.4, 1.2, 1.4], [2.1, -0.2, -1.5], [-0.1, -2.3, 1.0], [-0.8, -0.7, -3.0], [-2.4, -3.4, -2.5], [-0.6, 0.2, 0.2], [0.0, 0.3, 0.0], [0.3, 0.5, 0.6], [0.2, 0.2, 0.4], [0.3, 2.1, -0.2], [0.8, 0.1, 1.2], [0.0, 0.0, 0.8]]
}


{
  "formula": "C35H33N11O2STm",
  "method": "ωB97M-V/def2-TZVPD",
  "homo_ev": -10.514,
  "spin_multiplicity": 3,
  "gap_ev": 7.480,
  "e_lumo_ev": -3.03,
  "e_above_lowest_kcal_mol": 0.0,
  "total_charge": 1,
  "s2": 2.0022,
  "species": ["Tm", "O", "C", "O", "C", "C", "C", "C", "C", "C", "C", "C", "C", "N", "H", "H", "H", "H", "H", "H", "N", "C", "N", "C", "N", "C", "C", "N", "C", "C", "N", "H", "H", "H", "H", "H", "C", "C", "C", "C", "C", "C", "N", "N", "C", "C", "C", "C", "C", "C", "H", "H", "H", "H", "H", "H", "H", "H", "H", "C", "S", "C", "H", "H", "H", "H", "H", "H", "N", "C", "C", "C", "N", "H", "H", "H", "H", "C", "C", "N", "H", "H", "H"],
  "xyz": [[-0.1132, -0.4985, 0.0058], [3.0412, -2.0407, 2.4609], [2.1293, -1.3261, 2.0667], [1.8310, -1.1121, 0.8349], [1.3267, -0.5555, 3.0677], [1.7808, -0.3169, 4.3396], [1.0685, 0.5049, 5.1780], [-0.1356, 1.0826, 4.7172], [-0.8652, 2.0157, 5.4892], [-1.9556, 2.5955, 4.9822], [-2.4319, 2.2065, 3.6836], [-1.8198, 1.2103, 2.9685], [-0.6120, 0.6823, 3.4582], [0.1370, -0.1402, 2.6247], [2.6936, -0.7679, 4.6549], [1.4096, 0.8345, 6.1659], [-0.4528, 2.3372, 6.4940], [-2.4864, 3.3675, 5.5508], [-3.2912, 2.6921, 3.2850], [-2.2133, 0.8598, 2.0040], [1.7053, 3.5599, 1.0219], [1.8024, 2.2328, 1.1322], [0.6869, 1.7142, 0.6435], [-0.0623, 2.8065, 0.2770], [0.5412, 3.9466, 0.4664], [-1.4366, 2.6767, -0.2218], [-2.2595, 3.8049, -0.4175], [-3.5381, 3.6539, -0.7352], [-3.9829, 2.4410, -0.9335], [-3.1556, 1.3087, -0.7871], [-1.8682, 1.4415, -0.4301], [2.4154, 4.2430, 1.2708], [2.6864, 1.7115, 1.4991], [-1.8708, 4.8204, -0.2731], [-5.0289, 2.2758, -1.1011], [-3.5582, 0.3226, -0.9847], [-1.9551, 0.0841, -5.8128], [-0.8776, -0.6916, -5.4216], [-0.7997, -1.2020, -4.1509], [-1.7840, -0.9117, -3.2316], [-2.8716, -0.1339, -3.6261], [-2.9650, 0.3487, -4.9031], [-1.6941, -1.3812, -1.8826], [-2.7452, -2.0104, -1.5397], [-2.8440, -2.3873, -0.1713], [-4.0002, -3.1249, 0.1055], [-4.2691, -3.4638, 1.3952], [-3.3690, -3.1201, 2.3776], [-2.2281, -2.3756, 2.0619], [-1.9073, -1.9142, 0.7816], [-2.0304, 0.5120, -6.7967], [-0.0871, -0.9063, -6.1384], [-0.0194, -1.8933, -3.8752], [-3.7384, 0.0041, -2.9982], [-3.7889, 1.0030, -5.1267], [-4.6177, -3.4401, -0.6999], [-5.1916, -3.9781, 1.6373], [-3.5697, -3.3694, 3.4076], [-1.6130, -2.0836, 2.9078], [5.1858, -1.6076, 0.2974], [4.8046, 0.1963, 0.4897], [6.5009, 0.7861, 0.4913], [5.7216, -1.9023, 1.1938], [5.7659, -1.6443, -0.6006], [4.2501, -2.0961, 0.2441], [6.9616, 0.5703, -0.4739], [7.0312, 0.2673, 1.2943], [6.4821, 1.8924, 0.6473], [0.3328, 1.3064, -2.9757], [1.2726, 1.7243, -3.8351], [2.4757, 1.2449, -3.3952], [2.1770, 0.4517, -2.2857], [0.8722, 0.5101, -2.0210], [-0.6756, 1.3525, -3.0811], [1.0167, 2.3930, -4.6543], [3.4731, 1.3356, -3.7877], [2.8382, -0.0854, -1.6519], [1.9675, -4.8835, -1.5254], [1.2727, -3.6431, -1.2529], [0.7869, -2.6094, -1.1090], [2.0242, -5.4681, -0.5930], [2.9433, -4.7099, -1.9872], [1.3678, -5.5364, -2.1866]],
  "forces_ev_per_angstrom": [[0.3, -0.7, 0.3], [-0.4, 0.2, 0.0], [1.4, -0.6, 0.1], [-0.4, 0.2, -0.3], [-2.2, 0.0, -1.3], [0.2, 0.6, 1.7], [0.0, 0.5, -0.2], [0.3, -0.5, 0.3], [1.6, 0.2, 1.6], [-1.4, 0.7, -0.9], [0.5, -0.4, 0.6], [-0.4, 0.6, -0.2], [0.8, -0.9, -0.9], [0.1, 0.6, 0.8], [0.5, -0.2, 0.1], [0.1, -0.5, -0.4], [-0.6, -0.6, -1.3], [0.2, -0.3, -0.3], [-0.6, 0.2, -0.2], [0.2, 0.2, 0.5], [0.7, 0.5, 0.1], [-0.4, 0.0, -0.5], [-0.3, 0.4, -0.1], [0.3, -0.5, 0.0], [0.3, 0.2, 0.4], [0.1, 1.1, -0.1], [0.4, -0.4, 0.2], [0.3, 1.1, -0.1], [0.6, -1.8, 0.6], [0.0, 0.8, -0.1], [-0.8, -0.7, -0.2], [-0.4, -0.2, -0.1], [-0.4, 0.0, -0.1], [-0.2, -0.5, 0.0], [-0.4, 0.2, -0.3], [0.2, 0.0, 0.3], [-0.1, 0.4, 0.1], [0.3, 0.0, -1.0], [0.2, -0.5, 0.5], [-0.6, 0.0, 0.0], [-0.4, -0.6, 0.5], [0.4, 0.5, -0.3], [-1.5, -0.5, 0.6], [1.2, 0.5, -0.2], [0.3, 0.6, -0.5], [1.0, 0.4, -0.4], [-0.7, -0.5, 0.6], [0.4, 0.5, 0.1], [0.1, 0.3, 0.5], [-0.7, -0.5, -0.1], [0.2, -0.1, -0.3], [-0.2, 0.0, 0.1], [0.3, 0.1, 0.1], [0.2, 0.0, 0.3], [-0.3, 0.0, -0.4], [-0.5, 0.0, -0.6], [0.1, -0.1, 0.0], [0.0, -0.1, 0.1], [0.1, 0.0, 0.0], [0.3, 2.0, 0.7], [-0.2, -0.5, -0.1], [-0.1, 0.6, 0.0], [0.1, -0.3, -0.1], [0.4, -0.5, -0.5], [-0.8, -0.6, -0.1], [0.1, 0.1, 0.1], [0.1, 0.3, -0.1], [0.1, -0.9, 0.0], [0.3, -0.3, 0.5], [-0.2, 0.9, -0.5], [0.7, -0.6, 0.0], [-1.0, 0.7, -0.2], [-0.3, -0.2, -0.2], [0.3, 0.0, 0.0], [0.1, -0.3, 0.2], [-0.1, 0.3, -0.3], [0.4, -0.4, 0.4], [-0.5, -1.2, 0.1], [-0.2, 1.1, -0.4], [0.2, -0.8, 0.1], [0.4, 0.4, -0.2], [-0.2, 0.0, 0.3], [0.2, 0.6, 0.1]]
}


{
  "formula": "C35H27N10O10STi",
  "method": "ωB97M-V/def2-TZVPD",
  "homo_ev": [-2.906, -2.901],
  "spin_multiplicity": 1,
  "gap_ev": [4.778, 4.775],
  "e_lumo_ev": [1.87, 1.87],
  "e_above_lowest_kcal_mol": 11.6,
  "total_charge": -1,
  "species": ["Ti", "C", "C", "N", "C", "C", "N", "C", "C", "C", "C", "C", "N", "C", "C", "N", "C", "C", "N", "C", "C", "C", "N", "C", "C", "H", "H", "H", "H", "H", "H", "H", "H", "H", "H", "H", "H", "O", "C", "O", "C", "C", "C", "C", "C", "C", "O", "N", "O", "O", "N", "O", "O", "H", "H", "O", "N", "N", "O", "C", "C", "C", "C", "C", "C", "H", "H", "H", "H", "H", "O", "S", "C", "C", "C", "C", "H", "H", "H", "H", "H", "H", "H", "H"],
  "xyz": [[0.8517, 0.0076, 1.0013], [4.1777, -0.6105, -2.4704], [3.8593, -0.3264, -1.1636], [2.8390, 0.4698, -0.8353], [2.1418, 0.9886, -1.8411], [2.4626, 0.6826, -3.1689], [3.4699, -0.1092, -3.4923], [0.9988, 1.8384, -1.4654], [0.4743, 2.7357, -2.3263], [-0.6426, 3.5568, -1.9502], [-1.0924, 3.4329, -0.6635], [-0.5114, 2.5324, 0.2358], [0.5229, 1.6599, -0.1648], [-0.8252, 2.4735, 1.6050], [-1.8235, 3.2324, 2.2711], [-2.0299, 3.1798, 3.5578], [-1.2094, 2.3503, 4.2737], [-0.2689, 1.5785, 3.6653], [-0.0744, 1.6000, 2.3301], [-1.2459, 4.5115, -2.8933], [-2.5868, 4.8955, -2.8114], [-3.1073, 5.7933, -3.7264], [-2.4119, 6.3404, -4.7288], [-1.1308, 5.9701, -4.8070], [-0.5164, 5.0841, -3.9377], [5.0004, -1.2750, -2.7089], [4.4378, -0.7486, -0.3481], [1.8589, 1.0665, -3.9815], [0.9033, 2.8245, -3.3159], [-1.8762, 4.0905, -0.3063], [-2.4721, 3.8928, 1.7039], [-1.3457, 2.3151, 5.3468], [0.3672, 0.9114, 4.2347], [-3.2302, 4.4750, -2.0478], [-4.1520, 6.0812, -3.6595], [-0.5550, 6.4159, -5.6120], [0.5358, 4.8592, -4.0604], [3.4657, 0.4742, 3.9173], [3.0842, -0.0210, 2.8776], [2.3520, 0.5860, 1.9820], [3.4983, -1.4195, 2.5017], [4.5477, -1.9842, 3.2020], [5.0093, -3.2441, 2.8788], [4.4416, -3.9757, 1.8516], [3.4102, -3.3983, 1.1703], [2.8711, -2.1277, 1.4446], [1.8709, -1.7046, 0.7564], [2.8194, -4.1671, 0.0418], [3.1212, -3.8278, -1.0827], [2.1477, -5.1454, 0.3153], [6.1398, -3.8228, 3.6275], [6.6420, -3.1501, 4.5052], [6.4916, -4.9529, 3.3381], [4.9933, -1.4175, 4.0074], [4.8061, -4.9629, 1.6031], [0.1845, -1.0726, 2.5385], [-1.0353, -1.1927, 2.7939], [-1.7428, -0.6805, 1.8767], [-1.1973, -0.1765, 0.7899], [-3.1796, -0.6827, 1.9721], [-3.8272, -1.4505, 2.9253], [-5.2115, -1.4126, 2.9793], [-5.9319, -0.6204, 2.0934], [-5.2597, 0.1413, 1.1514], [-3.8708, 0.1152, 1.0831], [-3.2529, -2.0590, 3.6097], [-5.7288, -2.0105, 3.7192], [-7.0127, -0.5949, 2.1435], [-5.8113, 0.7697, 0.4636], [-3.3176, 0.7118, 0.3703], [0.2902, -1.0050, -1.2476], [-0.5125, -2.2418, -0.8497], [-0.0331, -3.5503, -2.0087], [-1.2767, -3.9480, -2.8058], [-2.0856, -2.6648, -2.9882], [-2.1406, -2.0297, -1.6044], [0.4180, -4.3685, -1.4462], [0.7336, -3.0851, -2.6304], [-1.8659, -4.6802, -2.2453], [-1.0008, -4.4097, -3.7547], [-3.0843, -2.8529, -3.3845], [-1.5714, -1.9927, -3.6798], [-2.8709, -2.5166, -0.9524], [-2.3109, -0.9547, -1.5889]],
  "forces_ev_per_angstrom": [[0.3, 2.7, -1.9], [0.0, 0.0, -0.2], [0.0, 0.1, 0.3], [-0.3, -0.3, -0.3], [-0.2, 0.2, 0.2], [0.2, -0.1, -0.1], [-0.1, 0.0, 0.1], [0.0, -0.2, 0.6], [-0.2, 0.3, -0.2], [0.0, 0.2, -0.5], [0.0, 0.0, 0.2], [0.3, -0.1, -0.3], [-0.2, -0.6, -0.1], [0.2, -0.1, 0.2], [-0.1, 0.1, 0.2], [0.1, -0.1, 0.0], [-0.2, 0.2, 0.0], [0.4, 0.0, -0.3], [-0.3, -0.3, -0.1], [0.2, -0.2, 0.2], [-0.1, 0.1, 0.0], [0.1, 0.0, 0.0], [0.1, -0.1, 0.1], [-0.1, 0.0, 0.0], [0.0, 0.0, -0.1], [0.0, 0.0, 0.0], [-0.1, 0.0, 0.0], [0.0, 0.0, 0.0], [0.0, 0.0, 0.0], [0.0, -0.1, 0.0], [0.0, 0.0, 0.0], [0.0, 0.0, 0.0], [0.0, 0.0, 0.0], [0.0, 0.0, 0.0], [0.0, 0.0, 0.0], [0.0, 0.0, 0.0], [0.0, 0.0, 0.0], [0.1, 0.1, 0.1], [-0.2, -0.1, -0.3], [0.9, -0.2, 1.2], [0.1, 0.0, 0.1], [-0.1, 0.1, 0.0], [0.5, -0.2, 0.3], [0.0, -0.2, 0.0], [-0.2, -0.4, -0.5], [0.0, 0.2, 0.2], [0.1, -0.2, -0.1], [0.6, -0.1, 0.4], [-0.2, 0.1, 0.0], [-0.2, 0.2, 0.0], [-0.6, 0.2, -0.2], [0.1, 0.0, 0.0], [0.1, -0.1, 0.0], [0.0, 0.0, 0.0], [0.0, 0.0, 0.0], [0.7, -0.7, 0.8], [-0.8, -0.1, 0.2], [-1.1, 0.0, -0.1], [-0.3, -0.3, 0.1], [0.6, 0.0, 0.0], [-0.1, -0.1, 0.1], [0.1, 0.0, 0.0], [0.0, 0.0, 0.0], [0.1, 0.0, -0.1], [-0.3, 0.1, -0.1], [0.0, 0.0, 0.0], [0.0, 0.0, 0.0], [0.0, 0.0, 0.0], [0.0, 0.0, 0.0], [0.0, 0.0, 0.0], [-0.3, -0.7, 0.4], [0.5, 0.5, 0.0], [0.0, -0.1, -0.2], [0.0, 0.0, 0.0], [0.0, 0.0, 0.0], [-0.1, 0.1, -0.1], [0.0, 0.1, -0.1], [0.0, 0.0, 0.0], [0.0, 0.0, 0.0], [0.0, 0.0, 0.0], [0.0, 0.0, 0.0], [0.0, 0.0, 0.0], [0.0, 0.0, 0.0], [-0.1, 0.0, 0.0]]
}


{
  "formula": "C4H8N2O",
  "method": "ωB97M-V/def2-TZVPD",
  "homo_ev": -7.860,
  "smiles": "C=NNC1(O)CC1",
  "spin_multiplicity": 1,
  "gap_ev": 8.625,
  "e_lumo_ev": 0.76,
  "e_above_lowest_kcal_mol": 115.3,
  "species": ["C", "C", "C", "N", "C", "O", "N", "H", "H", "H", "H", "H", "H", "H", "H"],
  "xyz": [[-0.0939, -0.7027, -0.5966], [-0.7756, -0.3895, 1.0590], [0.5021, -1.0964, 0.7142], [0.1810, 0.4306, -1.3525], [0.5481, 1.9700, 0.2765], [-0.5983, -1.7285, -1.3581], [0.4845, 1.6814, -0.9772], [-1.4355, -1.4680, -1.7620], [0.1322, 0.3041, -2.3557], [1.4295, -0.6079, 0.9828], [-0.7869, 0.3836, 1.8097], [-1.6652, -1.0007, 1.1363], [0.5501, -2.1748, 0.8478], [0.5676, 3.0293, 0.4959], [0.9602, 1.3693, 1.0798]],
  "forces_ev_per_angstrom": [[-0.6, 1.0, 2.8], [-0.2, -1.2, -1.3], [0.2, -0.6, -0.8], [1.3, 0.0, -1.0], [1.4, 0.6, -0.2], [-0.2, 0.2, 0.4], [-1.7, -0.2, 0.5], [0.0, 0.1, 0.0], [0.1, 0.1, 0.3], [0.0, 0.0, 0.0], [0.1, 0.5, -0.5], [0.1, -0.4, 0.0], [0.1, 0.0, 0.1], [0.2, 0.2, -0.2], [-0.7, -0.4, -0.1]]
}


{
  "formula": "CN2O2S",
  "method": "ωB97M-V/def2-TZVPD",
  "homo_ev": -10.035,
  "spin_multiplicity": 1,
  "gap_ev": 8.587,
  "e_lumo_ev": -1.45,
  "e_above_lowest_kcal_mol": 53.6,
  "species": ["C", "N", "N", "O", "O", "S"],
  "xyz": [[-0.0313, -0.1414, -0.7759], [-0.9950, -0.0584, 0.0727], [-0.8383, 0.2095, 1.3408], [0.3658, -0.1803, -1.8641], [1.3821, 0.1255, 0.4252], [0.7091, 0.1758, 1.7676]],
  "forces_ev_per_angstrom": [[1.1, 0.7, -0.2], [-1.4, 0.4, -0.1], [0.8, -1.1, 0.3], [-0.4, -0.4, 0.1], [0.7, -0.7, 0.1], [-0.8, 0.9, -0.2]]
}